No. 1
The following is a quantum chemistry calculation of a structure of composition C13H9BiCl5N3OSSe, from the OMol25 dataset.

Each line ends with the Mulliken charge.
Atoms and positions in Å:
Bi: 0.134 0.146 -0.431  0.99
N: -3.685 -0.871 2.268  -0.38
C: -2.633 -0.030 2.162  0.37
O: -2.770 1.115 1.761  -0.58
C: -1.288 -0.610 2.535  -0.26
C: -0.504 -1.181 1.332  -1.13
H: -4.585 -0.545 1.957  0.26
H: -3.591 -1.816 2.593  0.18
H: -1.451 -1.417 3.254  0.40
H: -0.704 0.168 3.024  0.17
H: -1.064 -1.996 0.876  0.31
H: 0.430 -1.595 1.708  0.57
Cl: 2.151 0.450 2.088  -0.17
C: 1.220 1.907 1.938  0.43
C: 0.350 2.043 0.865  -0.91
C: -0.268 3.280 0.703  0.57
Cl: -1.189 3.618 -0.701  -0.19
C: -0.101 4.302 1.640  0.02
Cl: -0.891 5.811 1.430  -0.18
C: 0.725 4.107 2.745  0.32
Cl: 0.937 5.362 3.896  -0.18
C: 1.410 2.905 2.890  -0.06
Cl: 2.467 2.671 4.226  -0.18
S: 0.277 -4.620 -3.045  -0.14
C: -1.222 -4.531 -2.222  -0.34
C: -1.303 -3.365 -1.535  -0.71
N: -0.206 -2.554 -1.638  0.21
C: 0.696 -3.083 -2.400  -0.24
H: -1.950 -5.322 -2.297  0.41
H: -2.156 -3.037 -0.958  0.40
H: 1.639 -2.613 -2.639  0.36
Se: -2.326 0.342 -1.436  -0.12
C: -1.831 -0.370 -3.052  0.29
N: -1.525 -0.817 -4.071  -0.51

Atomic forces in eV per Å
Bi 0.295 -0.253 0.302
N -0.239 -0.166 -0.001
C 0.189 0.320 -0.249
O 0.147 -0.073 -0.119
C 0.257 -0.087 -0.278
C -0.375 0.167 0.159
H 0.005 -0.015 0.027
H 0.018 0.011 0.000
H 0.150 -0.017 0.065
H -0.072 0.057 0.036
H 0.002 0.050 -0.128
H 0.007 -0.048 -0.122
Cl 0.205 -0.118 0.038
C -0.169 0.259 0.012
C -0.139 0.019 0.061
C 0.314 -0.004 0.386
Cl -0.211 -0.128 -0.254
C 0.010 -0.054 -0.064
Cl -0.040 0.072 0.008
C 0.005 -0.046 -0.058
Cl -0.009 0.019 0.046
C -0.006 0.031 0.009
Cl 0.017 -0.026 -0.015
S -0.039 0.247 0.143
C 0.079 -0.043 -0.073
C -0.068 -0.158 -0.086
N 0.028 0.157 0.226
C 0.021 -0.321 -0.200
H -0.024 0.033 0.010
H 0.016 0.003 0.004
H -0.014 0.013 0.017
Se -0.498 0.139 0.259
C 0.200 -0.086 -0.257
N -0.062 0.048 0.095

Summary:
**E_HOMO**: -8.886 eV
**HOMO-LUMO gap**: 8.7 eV
**Energy above the lowest of the compared OMol25 structures with the same formula, charge and spin**: 39.0 kJ/mol
**Lowest unoccupied orbital energy**: -0.2 eV
**Total energy**: -6055.48680 a.u.

No. 2
The following is a quantum chemistry calculation of a structure of composition C53H43AuBrF3N2O2PSb, from the OMol25 dataset.

Each line ends with the Mulliken charge.
Atoms and positions in Å:
Au: 0.762 -0.718 0.162  1.01
C: 1.450 2.023 2.057  -0.81
C: 0.667 1.691 3.300  0.10
C: 0.406 2.688 4.232  -0.73
C: -0.272 2.419 5.412  -0.83
C: -0.704 1.132 5.690  -0.85
C: -0.467 0.122 4.772  -0.44
C: 0.205 0.395 3.580  1.24
P: 0.612 -0.987 2.499  0.34
C: -0.500 -2.376 2.822  1.32
C: 0.083 -3.622 3.065  -1.82
C: -0.706 -4.749 3.227  -0.87
C: -2.084 -4.635 3.135  -0.91
C: -2.665 -3.400 2.886  -0.64
C: -1.898 -2.250 2.729  0.98
C: -2.603 -0.938 2.512  -1.24
C: 2.292 -1.448 2.911  0.25
C: 2.748 -1.547 4.226  -0.49
C: 4.075 -1.853 4.461  -0.83
C: 4.940 -2.042 3.387  -0.71
C: 4.486 -1.925 2.084  -0.61
C: 3.149 -1.624 1.836  0.35
C: 2.663 -1.494 0.418  -1.54
H: 1.751 3.070 2.064  0.68
H: 0.865 1.851 1.147  -0.25
H: 2.359 1.421 1.978  0.19
H: 0.757 3.694 4.037  0.47
H: -0.452 3.216 6.121  0.45
H: -1.220 0.912 6.615  0.47
H: -0.799 -0.886 4.987  0.62
H: 1.159 -3.711 3.138  0.47
H: -0.246 -5.706 3.429  0.49
H: -2.711 -5.508 3.262  0.42
H: -3.744 -3.320 2.818  0.52
H: -3.547 -1.098 1.991  0.44
H: -2.007 -0.228 1.937  -0.46
H: -2.829 -0.459 3.466  0.54
H: 2.071 -1.381 5.055  0.51
H: 4.441 -1.934 5.475  0.48
H: 5.982 -2.269 3.571  0.44
H: 5.173 -2.060 1.257  0.54
H: 2.643 -2.466 -0.077  0.66
H: 3.332 -0.843 -0.150  0.58
C: -1.352 -3.755 -0.811  -1.41
O: -1.241 -2.332 -0.851  0.80
C: -2.396 -1.610 -0.827  -0.26
C: -3.647 -2.156 -0.986  -0.08
C: -4.779 -1.333 -0.935  -1.00
Br: -6.482 -2.109 -1.150  -0.13
C: -4.655 0.012 -0.725  -1.02
C: -3.377 0.578 -0.556  1.02
C: -2.221 -0.217 -0.609  0.01
O: -1.013 0.308 -0.490  0.61
C: -3.245 1.994 -0.292  0.29
N: -2.093 2.612 -0.023  1.01
C: -2.318 3.966 0.197  0.75
C: -1.461 5.011 0.508  -0.60
C: -2.038 6.258 0.658  -0.75
C: -3.419 6.452 0.508  -0.59
C: -4.272 5.409 0.204  -1.02
C: -3.688 4.159 0.052  0.08
N: -4.226 2.907 -0.248  0.02
H: -1.777 -4.140 -1.740  0.42
H: -1.961 -4.069 0.038  0.34
H: -0.340 -4.133 -0.692  0.19
H: -3.776 -3.215 -1.155  0.66
H: -5.548 0.619 -0.680  0.50
H: -1.235 2.066 -0.052  -0.70
H: -0.396 4.858 0.629  0.55
H: -1.413 7.106 0.899  0.44
H: -3.825 7.445 0.634  0.41
H: -5.336 5.562 0.091  0.46
H: -5.198 2.715 -0.425  0.24
F: 4.911 -4.434 -5.376  -0.31
C: 4.133 -3.572 -4.725  0.23
C: 4.019 -2.280 -5.210  -0.75
C: 3.209 -1.388 -4.529  -0.39
C: 2.535 -1.790 -3.376  0.52
C: 2.661 -3.099 -2.919  -0.36
C: 3.465 -4.004 -3.593  -0.76
Sb: 1.273 -0.425 -2.406  0.60
C: -0.257 -0.005 -3.778  0.72
C: -1.273 -0.934 -3.995  -0.70
C: -2.256 -0.685 -4.938  -0.57
C: -2.199 0.498 -5.653  0.20
F: -3.145 0.744 -6.560  -0.32
C: -1.198 1.433 -5.465  -0.78
C: -0.219 1.175 -4.517  -0.48
C: 2.368 1.372 -2.291  0.66
C: 3.756 1.397 -2.392  -0.76
C: 4.456 2.574 -2.169  -0.76
C: 3.746 3.715 -1.847  0.13
F: 4.410 4.851 -1.630  -0.32
C: 2.365 3.725 -1.744  -0.69
C: 1.680 2.541 -1.961  -0.50
H: 4.554 -1.996 -6.106  0.47
H: 3.105 -0.378 -4.910  0.49
H: 2.122 -3.433 -2.039  0.18
H: 3.579 -5.027 -3.263  0.49
H: -1.306 -1.857 -3.432  0.42
H: -3.054 -1.389 -5.130  0.51
H: -1.190 2.337 -6.058  0.50
H: 0.572 1.899 -4.371  0.47
H: 4.307 0.500 -2.651  0.46
H: 5.534 2.619 -2.249  0.51
H: 1.854 4.651 -1.515  0.55
H: 0.596 2.540 -1.897  0.59

Atomic forces in eV per Å
Au 0.049 -0.164 -0.286
C 0.004 0.018 0.008
C -0.028 0.000 -0.009
C -0.006 -0.008 -0.015
C -0.002 0.001 0.014
C -0.007 0.002 0.003
C -0.009 -0.005 -0.030
C -0.013 0.052 -0.071
P -0.114 -0.064 -0.077
C -0.023 0.036 0.036
C 0.015 0.015 -0.005
C 0.002 -0.018 0.001
C -0.004 -0.011 -0.010
C 0.015 0.010 -0.003
C 0.032 -0.010 -0.001
C 0.073 0.024 -0.025
C 0.022 0.074 0.003
C -0.008 -0.065 0.005
C -0.009 0.000 0.008
C -0.001 0.000 -0.014
C -0.006 -0.017 0.014
C 0.007 0.021 0.001
C -0.109 0.037 -0.024
H 0.010 -0.002 0.005
H 0.002 0.015 -0.002
H -0.003 0.000 -0.004
H 0.002 0.000 -0.001
H -0.001 0.000 0.000
H 0.001 -0.001 -0.001
H -0.020 -0.015 -0.006
H -0.007 -0.002 -0.001
H 0.002 -0.001 -0.004
H -0.003 -0.003 0.002
H -0.009 0.003 0.004
H -0.004 0.003 -0.041
H 0.011 -0.004 0.023
H -0.008 0.004 0.051
H 0.001 0.010 0.002
H 0.002 0.002 0.001
H 0.000 -0.004 0.002
H 0.000 0.003 -0.001
H 0.055 -0.015 0.014
H 0.009 -0.014 -0.012
C 0.017 -0.017 -0.009
O -0.038 -0.031 -0.015
C -0.036 0.060 0.106
C -0.001 0.017 0.003
C -0.020 -0.009 0.009
Br 0.002 0.000 -0.006
C 0.013 -0.002 0.014
C 0.006 -0.004 -0.064
C 0.103 -0.123 -0.215
O -0.104 0.060 0.470
C 0.013 0.014 0.014
N -0.028 0.047 -0.053
C -0.014 -0.009 0.018
C 0.004 0.013 -0.005
C 0.002 -0.003 -0.006
C -0.003 -0.002 0.001
C 0.003 0.000 -0.001
C -0.008 -0.003 0.007
N 0.005 0.004 -0.005
H -0.003 0.003 0.006
H -0.001 0.002 0.029
H 0.002 0.001 -0.003
H 0.002 0.004 0.015
H 0.000 0.004 -0.005
H 0.005 -0.002 0.028
H 0.001 0.001 0.000
H 0.000 0.000 0.001
H -0.001 0.001 0.001
H -0.001 0.001 0.000
H -0.002 0.001 0.003
F -0.002 0.000 -0.001
C 0.004 0.003 0.001
C -0.008 0.003 -0.003
C 0.005 -0.012 0.003
C -0.008 0.030 0.015
C -0.021 -0.011 0.013
C -0.003 0.000 -0.008
Sb 0.317 0.115 0.031
C -0.056 -0.033 0.087
C -0.010 0.069 0.007
C -0.008 -0.007 0.007
C -0.005 -0.009 0.005
F -0.004 0.001 0.001
C 0.010 0.020 0.000
C -0.023 -0.006 -0.003
C -0.062 -0.020 -0.065
C 0.012 -0.026 0.005
C 0.001 -0.001 -0.007
C -0.008 0.003 0.002
F -0.002 -0.005 -0.003
C 0.013 -0.006 -0.007
C -0.008 0.013 -0.022
H 0.001 0.000 0.001
H 0.006 0.001 0.001
H 0.005 0.004 0.002
H 0.002 0.000 0.000
H 0.009 -0.056 0.020
H 0.000 -0.002 0.000
H 0.002 -0.001 -0.005
H 0.009 -0.001 -0.007
H -0.001 -0.001 0.004
H 0.000 0.001 0.002
H 0.000 -0.002 0.007
H 0.000 -0.001 0.021

Summary:
**Total charge**: +2
**E_HOMO**: -12.792 eV
**HOMO-LUMO gap**: 7.0 eV
**Energy above the lowest of the compared OMol25 structures with the same formula, charge and spin**: 0.0 kJ/mol
**Lowest unoccupied orbital energy**: -5.8 eV
**Total energy**: -5895.91544 a.u.

No. 3
The following is a quantum chemistry calculation of an isolated molecule of C3H3F3 in a non-equilibrium geometry, from the OMol25 dataset.

Each line ends with the Mulliken charge.
Atoms and positions in Å:
F: 1.534 0.126 1.185  -0.27
C: 0.689 0.453 0.159  0.01
C: -0.797 0.256 0.358  -0.74
C: -0.013 -0.614 -0.542  0.66
F: 0.194 -1.930 -0.201  -0.27
F: -0.264 -0.414 -1.812  -0.26
H: 1.110 1.321 -0.385  0.32
H: -1.465 0.964 -0.088  0.27
H: -0.987 -0.163 1.326  0.28

Atomic forces in eV per Å
F -0.364 -0.138 0.062
C 1.571 1.197 -0.103
C 0.557 -0.231 0.529
C -0.401 -0.949 1.458
F -0.122 1.150 -0.618
F 0.099 -0.507 -1.809
H -0.580 -0.644 0.139
H -0.320 0.179 0.026
H -0.441 -0.058 0.315

Summary:
**SMILES string**: F[C@@H]1CC1(F)F
**E_HOMO**: -10.966 eV
**HOMO-LUMO gap**: 12.0 eV
**Energy above the lowest of the compared OMol25 structures with the same formula, charge and spin**: 96.4 kJ/mol
**Lowest unoccupied orbital energy**: 1.0 eV
**Total energy**: -415.65537 a.u.